Entry 1:
Here is a structure of composition C3H5LiO3Tl in a non-equilibrium geometry from the OMol25 dataset. Energies are from ωB97M-V/def2-TZVPD.

XYZ file:
```
13
C3H5LiO3Tl ωB97M-V/def2-TZVPD
H 0.96202 0.43112 0.48264
O -1.10644 0.65392 -0.80304
C -0.01209 0.24522 -1.47234
C 1.22922 0.76846 -0.54813
C -0.21154 -1.86236 2.84570
O -0.66128 -1.50644 1.83086
O 0.23656 -2.20766 3.84520
Tl -2.07284 2.35182 -1.08688
Li -1.91171 -0.96082 0.44198
H 0.13926 0.75017 -2.43752
H 0.09709 -0.84893 -1.48715
H 1.21786 1.86135 -0.55812
H 2.09389 0.32415 -1.05322
```

E_HOMO (alpha / beta) ... -28.700 / -29.656 eV
2S+1 ... 2
Orbital gap (alpha / beta) ... 0.1482 / 0.3002 Ha
Charge ... +4

***

Entry 2:
Here is a structure of composition C4H12N2O in a non-equilibrium geometry from the OMol25 dataset. Energies are from ωB97M-V/def2-TZVPD.

XYZ file:
```
19
C4H12N2O ωB97M-V/def2-TZVPD
N 2.21264 1.02865 0.41832
C 2.37269 -0.41868 0.13783
O 1.64963 -1.23796 0.93801
H 1.56274 1.45455 -0.30553
H 1.59630 1.01571 1.27599
H 2.18276 -0.48535 -0.98525
H 3.46607 -0.71001 0.27352
C -2.03433 1.41327 -0.08284
C -1.38949 0.19429 -0.68549
C 0.00964 -1.52346 0.22063
N -1.03156 -0.71940 0.40556
H -2.79882 1.04712 0.63130
H -1.33327 1.90045 0.56646
H -2.50980 2.05485 -0.86001
H -1.99279 -0.32182 -1.44981
H -0.42772 0.40092 -1.14030
H -0.08366 -2.47688 0.71813
H 0.43784 -1.38710 -0.80305
H -1.88887 -1.22914 0.72655
```

E_HOMO ... -8.730 eV
Relative energy (zero: lowest compared OMol25 entry of this formula, charge and spin) ... 310.13 kJ/mol
Orbital gap ... 0.3476 Ha
Charge ... 0

***

Entry 3:
Here is a structure of composition C30H28BrN9O2Zn from the OMol25 dataset. Energies are from ωB97M-V/def2-TZVPD.

XYZ file:
```
71
C30H28BrN9O2Zn ωB97M-V/def2-TZVPD
Zn 2.72988 -0.00763 0.60719
C -10.70126 1.36495 0.60598
O -9.97805 0.14143 0.63471
C -8.64591 0.17993 0.63988
C -7.88877 1.35438 0.62012
C -6.51160 1.28985 0.62847
C -5.84674 0.06201 0.65616
C -6.61505 -1.11030 0.67541
C -7.98657 -1.05577 0.66756
C -4.40004 0.04086 0.66186
N -3.62146 1.10974 0.65580
C -2.35123 0.64755 0.66159
C -2.32693 -0.74466 0.67184
N -3.64637 -1.10820 0.67217
C -1.13006 -1.49577 0.68332
C -1.04503 -2.90133 0.70230
C 0.18255 -3.51316 0.71410
C 1.33256 -2.72208 0.70565
N 1.28282 -1.40193 0.68735
C 0.08428 -0.76394 0.67816
C 0.07622 0.68338 0.66666
N 1.26852 1.34037 0.66543
C 1.28927 2.66273 0.65123
C 0.12628 3.43183 0.64561
C -1.09098 2.79698 0.64924
C -1.13786 1.39498 0.65933
H -11.74995 1.08703 0.60642
H -10.47973 1.93369 -0.29883
H -10.48843 1.97043 1.48877
H -8.37324 2.32022 0.59778
H -5.91906 2.19415 0.61307
H -6.14070 -2.08474 0.69868
H -8.57790 -1.96139 0.68294
H -4.00788 -2.04536 0.67302
H -1.94712 -3.49931 0.71146
H 0.27530 -4.58939 0.73279
H 2.31662 -3.17450 0.71985
H 2.26462 3.13179 0.63883
H 0.20071 4.50946 0.63578
H -2.02212 3.34868 0.64329
O 5.16951 -0.03542 6.27284
C 4.55609 -0.03599 5.10383
C 3.16465 -0.02368 4.94065
C 2.64618 -0.01808 3.66983
N 3.40841 -0.02696 2.56696
C 4.73503 -0.04617 2.74210
Br 5.70591 -0.06760 1.12287
C 5.36222 -0.05124 3.95643
H 4.56541 -0.01958 7.02452
H 2.50482 -0.01611 5.79796
H 1.57449 -0.00281 3.51199
H 6.43735 -0.06402 4.06189
C 5.40991 1.13594 -5.28256
C 5.44328 -0.37614 -5.07469
C 6.49336 -0.77970 -4.04171
C 4.04059 -0.92793 -4.73222
N 3.54890 -0.46494 -3.43828
C 3.79175 -0.95843 -2.22569
N 3.22427 -0.15259 -1.34982
N 2.63276 0.84052 -2.06099
N 2.82311 0.65311 -3.30320
H 6.37551 1.48366 -5.64752
H 5.19699 1.66583 -4.35165
H 4.65019 1.41659 -6.01268
H 5.70571 -0.84857 -6.02375
H 6.33447 -0.27536 -3.08535
H 7.48431 -0.49050 -4.38851
H 6.50262 -1.86089 -3.88063
H 4.05426 -2.01669 -4.71051
H 3.31820 -0.59699 -5.47472
H 4.34015 -1.85627 -1.99837
```

E_HOMO ... -11.793 eV
Relative energy (zero: lowest compared OMol25 entry of this formula, charge and spin) ... 0.00 kJ/mol
Orbital gap ... 0.2238 Ha
Charge ... +2

***

Entry 4:
Here is a cluster of 2 separate species, C14H27N2O6 in total in a non-equilibrium geometry from the OMol25 dataset. Energies are from ωB97M-V/def2-TZVPD.

XYZ file:
```
49
C14H27N2O6 ωB97M-V/def2-TZVPD
O 0.07708 -1.03411 0.33512
C -0.88269 -1.10835 -0.27624
N -1.94236 -1.17539 -0.88863
C -2.03137 -2.04521 -2.04016
C -3.25886 -1.64099 -2.86787
C -4.56330 -1.52033 -2.06680
C -4.93091 -2.82156 -1.41826
O -4.57496 -3.16191 -0.30961
O -5.66539 -3.61413 -2.22955
C -0.80563 -2.03753 -3.00923
C -0.32722 -3.49521 -3.19206
C -1.57435 -4.28502 -2.79156
N -2.01645 -3.49124 -1.61682
H -3.41563 -2.28197 -3.73092
H -3.00001 -0.64924 -3.22788
H -4.52150 -0.69821 -1.36131
H -5.36291 -1.27897 -2.76566
H -5.42555 -4.54248 -2.10736
H -0.03137 -1.30813 -2.79181
H -1.15436 -1.73686 -3.99481
H -0.04587 -3.70305 -4.21703
H 0.50547 -3.75392 -2.54143
H -1.39283 -5.32093 -2.52298
H -2.29851 -4.30661 -3.59944
H -1.27844 -3.67516 -0.93124
H -2.85961 -3.82068 -1.13050
C 4.76293 4.91851 4.06808
O 3.64091 4.38546 3.39988
C 3.53644 4.85983 2.07038
C 2.61191 3.97797 1.26402
O 3.21945 2.77905 0.79987
C 3.42223 1.75194 1.75719
C 2.16275 0.99715 2.11664
O 1.38999 1.72429 3.05420
C 0.05220 1.29619 3.09504
H 4.70832 6.01156 4.12416
H 4.76722 4.51594 5.07849
H 5.69382 4.62915 3.56711
H 4.52469 4.87919 1.59477
H 3.13348 5.88211 2.08879
H 2.34063 4.52457 0.35875
H 1.69434 3.76967 1.81779
H 3.91867 2.13181 2.65181
H 4.10050 1.04584 1.27281
H 2.43580 0.03060 2.56532
H 1.58163 0.81700 1.20549
H -0.43785 1.44871 2.12367
H -0.46393 1.89315 3.84344
H -0.01859 0.23747 3.37635
```

E_HOMO ... -10.821 eV
Orbital gap ... 0.2813 Ha
Charge ... +1

***

Entry 5:
Here is a structure of composition C3H5NO2 in a non-equilibrium geometry from the OMol25 dataset. Energies are from ωB97M-V/def2-TZVPD.

XYZ file:
```
11
C3H5NO2 ωB97M-V/def2-TZVPD
C 0.90067 -0.15840 0.05842
C 0.75666 1.16847 -0.12556
C -0.72455 1.06331 0.00549
O -1.04618 -1.50002 -0.31614
O 1.88241 -1.05721 -0.05224
N -0.43150 -0.43015 0.41219
H -1.73949 -1.83505 0.26747
H 1.49766 -1.94269 0.00266
H 1.42376 2.00436 -0.11201
H -1.28897 1.05125 -0.92429
H -1.23046 1.63613 0.78402
```

E_HOMO ... -8.331 eV
Relative energy (zero: lowest compared OMol25 entry of this formula, charge and spin) ... 380.64 kJ/mol
Orbital gap ... 0.3340 Ha
Charge ... 0

***

Entry 6:
Here is a structure of composition C26H19N6O3Sn from the OMol25 dataset. Energies are from ωB97M-V/def2-TZVPD.

XYZ file:
```
55
C26H19N6O3Sn ωB97M-V/def2-TZVPD
Sn -0.35623 1.10257 -0.55946
C 2.10973 3.70763 2.35801
C 1.16671 2.74432 1.72401
N 1.29721 2.27340 0.54623
N 2.37827 2.55122 -0.23552
C 2.46360 1.66536 -1.20985
O 1.63229 0.66742 -1.33917
C 3.56060 1.77971 -2.18696
C 3.78739 0.74572 -3.09257
C 4.82066 0.84117 -4.01000
C 5.62478 1.97176 -4.03181
C 5.39711 3.00763 -3.13499
C 4.37123 2.91416 -2.21133
C 0.02069 2.16400 2.46051
C -0.36443 2.62129 3.71280
C -1.35284 1.94108 4.40726
C -1.91992 0.81390 3.83824
C -1.50979 0.43952 2.57023
N -0.57902 1.09972 1.88654
H 3.05695 3.68577 1.82579
H 1.70863 4.72239 2.29339
H 2.27160 3.47217 3.40843
H 3.14651 -0.12490 -3.07599
H 4.99715 0.03632 -4.71090
H 6.42909 2.04821 -4.75160
H 6.02173 3.89052 -3.15822
H 4.18544 3.71347 -1.50789
H 0.11089 3.49252 4.13935
H -1.66373 2.27970 5.38615
H -2.66689 0.23208 4.35834
H -1.93810 -0.42566 2.08041
O -1.92987 -6.24723 0.49381
N -2.75919 -5.71187 -0.21364
O -3.65042 -6.27804 -0.80512
C -2.72265 -4.24092 -0.30227
C -3.91033 -3.61863 -0.42605
C -3.97416 -2.19531 -0.43247
C -5.19062 -1.49518 -0.53704
C -5.17517 -0.12562 -0.52632
C -3.94263 0.52753 -0.39563
N -2.79464 -0.10577 -0.28847
C -2.79213 -1.44880 -0.32124
C -1.51420 -2.12853 -0.24737
N -0.38741 -1.36907 -0.23041
C 0.78751 -1.98372 -0.19813
C 0.91492 -3.37413 -0.19512
C -0.20712 -4.15446 -0.21711
C -1.47054 -3.53561 -0.23392
H -4.81641 -4.20346 -0.50277
H -6.11839 -2.04579 -0.62596
H -6.08478 0.45131 -0.61078
H -3.89834 1.61169 -0.37755
H 1.65891 -1.35479 -0.19053
H 1.90019 -3.81699 -0.18112
H -0.12983 -5.23078 -0.21422
```

E_HOMO ... -10.914 eV
Relative energy (zero: lowest compared OMol25 entry of this formula, charge and spin) ... 21.47 kJ/mol
Orbital gap ... 0.2651 Ha
Charge ... +1